Entry from the Open Molecules 2025 dataset: C4H10O2 in the gas phase (the ωB97M-V functional and the def2-TZVPD basis).

Cartesian coordinates (Å):
1 C 1.32710 -0.68977 -0.42975
2 O 2.68124 -0.16660 -0.37859
3 C 0.37319 0.42459 -0.09442
4 C -1.08248 -0.06435 -0.09839
5 C -1.99768 1.22307 -0.07019
6 O -1.39800 -0.80103 1.06800
7 H 1.34389 -1.52529 0.27966
8 H 1.30045 -1.18982 -1.41910
9 H 2.72347 0.49812 -1.06865
10 H 0.50121 1.21078 -0.83334
11 H 0.57796 0.70316 0.94394
12 H -1.23118 -0.46983 -1.13657
13 H -3.03422 0.93196 -0.27014
14 H -1.68060 1.97182 -0.80421
15 H -1.85260 1.59349 0.94786
16 H -0.58562 -1.16343 1.43927

Results
Orbital gap = 0.4137 hartree
HOMO = -10.391 eV
LUMO energy = 0.87 eV
ΔE to the lowest compared entry with this formula, charge and spin = 125.6 kJ/mol
Molar mass = 90.1 g mol⁻¹
Net charge = 0
SMILES string = C[C@H](O)CCO